{
  "formula": "C12H38BF5N15O9PS",
  "method": "the ωB97M-V functional and the def2-TZVPD basis",
  "symbols": ["H", "O", "N", "N", "H", "H", "C", "H", "H", "N", "C", "H", "F", "C", "N", "H", "N", "N", "O", "C", "H", "F", "H", "H", "N", "C", "N", "H", "H", "H", "H", "C", "H", "H", "N", "N", "B", "H", "H", "H", "C", "O", "N", "O", "O", "N", "H", "H", "O", "H", "H", "F", "H", "H", "H", "N", "N", "O", "H", "C", "F", "S", "H", "C", "P", "H", "H", "F", "H", "H", "H", "C", "H", "H", "H", "C", "H", "C", "N", "O", "O", "H"],
  "positions_angstrom": [[-7.966, 0.707, -2.447], [1.694, -0.556, -0.962], [3.955, -0.633, -0.729], [3.295, -8.749, 7.719], [-0.514, 7.459, -1.802], [-0.343, 1.595, -4.461], [-1.321, 1.530, -1.552], [5.416, -10.108, 8.001], [1.707, -2.269, 0.841], [5.557, -9.116, 7.965], [-0.886, 0.782, -4.005], [2.529, -8.111, 7.611], [-3.716, 2.800, -4.375], [-7.883, -1.539, -4.449], [-6.866, -2.424, -4.227], [5.962, -4.219, 2.008], [-7.548, 2.511, -0.724], [-1.007, 5.431, -2.256], [5.614, -1.909, 1.170], [7.023, -4.164, 6.043], [-9.872, -1.476, -4.854], [-5.516, 2.775, -3.300], [7.776, -5.625, 7.335], [-0.633, -0.361, -2.253], [0.740, 10.349, -1.090], [2.693, -1.014, -0.413], [5.749, -4.531, 6.312], [1.027, 3.720, -2.226], [4.062, 0.058, -1.447], [7.802, -1.611, 3.458], [-0.461, 4.481, -5.118], [6.395, -2.245, 2.061], [4.770, -1.022, -0.271], [0.722, 7.857, -0.656], [7.984, -4.880, 6.697], [0.068, 8.154, -1.354], [-1.967, 2.790, -2.166], [1.404, 10.086, -0.388], [5.508, -5.278, 6.943], [-5.956, -2.041, -4.051], [-0.080, 9.455, -1.735], [4.738, -7.009, 7.778], [-9.105, -2.101, -4.686], [-7.713, -0.332, -4.438], [7.301, -3.253, 5.269], [7.176, -1.351, 2.716], [-6.875, 2.527, -1.467], [7.100, -0.388, 2.449], [-0.876, 9.809, -2.584], [-9.270, -3.089, -4.700], [3.435, -2.326, 1.026], [-3.766, 4.088, -1.210], [-1.952, 0.834, -4.159], [-0.625, 1.887, -0.790], [-6.984, -3.418, -4.232], [-8.623, 0.721, -1.685], [2.619, -1.953, 0.571], [-1.236, 4.287, -4.570], [-2.015, 0.888, -1.031], [4.543, -8.215, 7.818], [-4.157, 2.012, -1.424], [-0.346, -0.738, -4.887], [7.159, -3.811, 3.197], [-3.551, 3.033, -2.015], [-0.855, 4.097, -3.039], [5.018, -4.022, 5.850], [-9.362, 0.045, -1.670], [-4.486, 4.574, -3.509], [6.488, -8.754, 8.042], [3.109, -9.734, 7.750], [-1.645, 5.354, -1.470], [-0.476, 0.661, -2.541], [0.702, -0.318, -5.607], [8.941, -4.633, 6.525], [0.657, 11.315, -1.347], [-4.316, 3.312, -3.356], [-7.476, 3.185, 0.015], [-8.576, 1.613, -0.654], [6.533, -3.531, 2.462], [-9.385, 1.611, 0.260], [0.669, 3.600, -3.119], [0.562, 0.859, -2.390]],
  "total_charge": 0,
  "spin_multiplicity": 1,
  "smiles": "N=P(O)(O)B(CCCS)C(F)(F)C(F)(F)F.NC(N)=O.NC(N)=O.NC(N)=O.NC(N)=O.NC(N)=O.NC(N)=O.NC(N)=O",
  "mol_weight_g_mol": 705.4,
  "lumo_ev": -0.53,
  "orbital_gap_ev": 8.252,
  "largest_force_ev_per_a": 2.7,
  "relative_energy_ev": 0.751
}

---

{
  "formula": "H11O6",
  "method": "the ωB97M-V functional and the def2-TZVPD basis",
  "symbols": ["H", "O", "H", "H", "O", "H", "O", "O", "H", "H", "H", "O", "H", "H", "O", "H", "H"],
  "positions_angstrom": [[-1.149, 0.543, -0.955], [-0.053, 1.756, -2.975], [1.363, 1.401, -1.113], [2.026, 0.324, -0.011], [-2.990, -1.236, 1.580], [-2.517, -2.065, 1.962], [2.699, 0.235, 0.855], [0.928, 0.502, -0.969], [-2.329, -1.027, 0.795], [1.587, -0.724, 1.752], [0.103, 2.039, -3.837], [-1.880, -0.124, -0.745], [-1.257, -0.939, -0.660], [0.737, 1.858, -2.324], [1.055, -1.223, 2.434], [0.698, -1.884, 1.869], [2.670, 1.201, 1.086]],
  "total_charge": -1,
  "spin_multiplicity": 1,
  "mol_weight_g_mol": 107.1,
  "lumo_ev": 3.66,
  "orbital_gap_ev": 8.740,
  "largest_force_ev_per_a": 4.0,
  "relative_energy_ev": 2.359
}

---

{
  "formula": "C3H8O3",
  "method": "the ωB97M-V functional and the def2-TZVPD basis",
  "symbols": ["H", "O", "C", "O", "C", "H", "H", "C", "H", "H", "H", "O", "H", "H"],
  "positions_angstrom": [[-0.472, 0.140, 2.056], [0.377, 1.175, -0.489], [0.739, -1.131, 0.638], [0.738, -1.546, -0.672], [-0.623, -0.259, 1.056], [0.721, -0.760, -1.276], [1.588, -0.481, 0.871], [-0.899, 0.837, 0.034], [-1.359, 1.724, 0.482], [-1.415, -1.002, 1.049], [0.986, 1.784, -2.248], [0.383, 1.072, -1.994], [-1.522, 0.466, -0.783], [0.758, -2.018, 1.276]],
  "total_charge": 0,
  "spin_multiplicity": 1,
  "smiles": "OCCCOO",
  "mol_weight_g_mol": 92.1,
  "lumo_ev": 0.66,
  "orbital_gap_ev": 10.327,
  "largest_force_ev_per_a": 2.9,
  "relative_energy_ev": 4.288
}